# 1
This record from the OMol25 dataset describes a cluster of 2 separate species, C4H6Br2N3 in total at a distorted geometry. The level of theory is ωB97M-V/def2-TZVPD.

XYZ file:
```
15
Properties=species:S:1:pos:R:3:forces:R:3:nbo_charge:R:1
C -1.495706 0.592020 -1.213247 -0.13 -0.43 0.04 0.08
C -0.331901 0.192460 1.238776 -0.12 0.56 -0.98 0.00
C -2.156811 0.024766 -0.086815 -2.06 0.56 -3.10 0.11
C 0.326471 0.580026 0.092797 1.28 1.55 1.53 0.34
N -1.592241 -0.169945 1.094116 0.19 -0.93 2.44 -0.45
N -0.203116 0.866683 -1.079502 0.98 0.24 -1.41 -0.57
N 1.848141 0.751167 0.102679 -0.82 1.17 0.09 -0.77
Br -4.020565 -0.257008 -0.181827 1.11 0.32 0.07 0.33
Br 1.348140 -2.397203 -0.548104 0.03 -1.31 0.31 -0.21
H -1.862202 0.920520 -2.198230 -0.80 -0.39 0.89 0.26
H 0.156893 0.115958 2.173367 0.36 -0.40 0.90 0.22
H 1.542583 -3.637339 0.226435 -0.05 1.08 -0.50 0.27
H 2.114900 1.588013 -0.543843 -0.51 -2.53 0.33 0.48
H 2.079653 -0.274349 -0.076855 1.14 1.45 -0.31 0.47
H 2.245757 1.104237 1.000249 -0.61 -0.96 -0.28 0.45
```
Forces are in eV/Å.

Properties
**LUMO energy (alpha / beta)**: -3.64 / -7.81 eV
**Charge**: +1
**⟨S²⟩**: 2.02
**Multiplicity**: 3
**Gap between HOMO and LUMO (alpha / beta)**: 6.5 / 6.0 eV
**E_HOMO (alpha / beta)**: -0.371 / -0.507 Eh
**Energy above the lowest of the compared OMol25 structures with the same formula, charge and spin**: 0.0 kcal/mol
**Maximum force**: 3.766 eV Å⁻¹

# 2
This record from the OMol25 dataset describes a cluster of 5 separate species, C15H13Cl9N2O4 in total at a distorted geometry. The level of theory is ωB97M-V/def2-TZVPD.

XYZ file:
```
43
Properties=species:S:1:pos:R:3:forces:R:3:nbo_charge:R:1
O 0.563135 -0.233536 5.083476 -0.35 0.69 -0.63 -0.36
N 0.556545 0.158985 3.928851 0.68 0.04 -0.67 0.53
O 0.827755 -0.556375 2.970053 -0.37 0.51 0.42 -0.39
C 0.312133 1.631457 3.619157 0.42 0.28 1.56 0.03
C 0.105529 2.483909 4.714463 -0.02 0.42 -1.46 -0.19
C -0.070854 3.867612 4.488908 0.34 -1.81 1.30 -0.20
C -0.009265 4.398861 3.239503 -0.58 -0.63 -1.28 -0.19
C 0.148851 3.512747 2.156808 0.46 -0.70 0.91 -0.19
C 0.404306 2.143745 2.331366 -0.91 -0.35 -0.21 -0.21
H 0.078797 2.108705 5.708295 -0.06 -0.39 0.54 0.24
H -0.273833 4.444890 5.367922 0.01 0.51 0.17 0.22
H -0.239917 5.446320 3.108620 0.19 0.04 -0.29 0.23
H 0.041937 3.821586 1.156553 0.11 0.69 -1.02 0.22
H 0.493965 1.446011 1.477794 0.08 0.63 0.53 0.26
O 0.895549 0.094233 -0.932293 0.32 -0.38 -0.64 -0.41
N 1.688647 -0.334286 -1.765396 1.15 0.14 0.29 0.54
O 1.663530 -0.087734 -2.956333 -0.34 -0.21 0.63 -0.36
C 2.871327 -1.162510 -1.258994 -1.78 0.21 1.21 0.04
C 2.875962 -1.447389 0.127064 2.81 -0.69 -1.98 -0.19
C 4.010313 -2.197994 0.608226 -2.24 1.08 -0.23 -0.19
C 4.968624 -2.683716 -0.227545 -0.31 0.67 -1.73 -0.20
C 4.808433 -2.413600 -1.610359 1.41 -1.01 -0.47 -0.19
C 3.780777 -1.649526 -2.170379 1.25 -0.54 0.17 -0.23
H 2.135843 -0.980524 0.710735 -0.73 0.10 0.95 0.26
H 4.109033 -2.444919 1.630319 -0.22 0.11 1.11 0.22
H 5.835033 -3.194999 0.190501 -0.27 -0.06 -0.41 0.23
H 5.560618 -2.885615 -2.284249 -0.66 0.65 0.42 0.22
H 3.808572 -1.438378 -3.251383 -0.45 -0.08 0.82 0.26
Cl -0.136617 -3.374536 -0.111907 0.47 -0.50 0.14 0.03
C -1.856161 -3.125699 -0.015273 -0.07 1.08 -0.83 -0.26
Cl -2.594254 -3.481700 -1.607220 0.02 0.11 0.55 0.01
Cl -2.091249 -1.409442 0.454156 -0.36 -0.47 -0.07 0.00
H -2.325364 -3.751110 0.719721 0.00 -0.20 0.24 0.23
Cl -8.341707 -0.428429 -4.238398 0.92 -0.21 0.23 0.00
C -6.583843 -0.455284 -4.635545 -0.45 -0.63 -0.71 -0.26
Cl -6.437848 -0.131168 -6.365745 0.11 0.54 -0.02 0.02
Cl -5.788336 -2.041165 -4.406325 -0.45 0.40 0.60 0.01
H -6.069050 0.296979 -4.046794 -0.07 -0.08 -0.06 0.24
Cl -2.456366 2.314940 -1.135996 0.40 -0.95 -0.07 -0.03
C -1.813866 1.102124 -2.326587 -1.18 1.26 -0.64 -0.23
Cl -1.362347 2.137551 -3.760565 0.07 -1.12 0.69 -0.01
Cl -3.122925 -0.047959 -2.771277 0.71 0.50 0.12 0.00
H -0.971430 0.546932 -1.913946 -0.08 0.35 -0.16 0.26
```
Forces are in eV/Å.

Properties
**LUMO energy**: -0.69 eV
**Charge**: 0
**Structure (SMILES)**: O=[N+]([O-])c1ccccc1.O=[N+]([O-])c1ccccc1.ClC(Cl)Cl.ClC(Cl)Cl.ClC(Cl)Cl
**Gap between HOMO and LUMO**: 9.3 eV
**E_HOMO**: -0.368 Eh
**Maximum force**: 3.504 eV Å⁻¹

# 3
This record from the OMol25 dataset describes a structure of composition C37H93O25P6Tl at a distorted geometry. The level of theory is ωB97M-V/def2-TZVPD.

XYZ file:
```
162
Properties=species:S:1:pos:R:3:forces:R:3:mulliken_charge:R:1
Tl -4.973049 -3.672531 -0.376126 0.00 -0.02 -0.05 1.00
C -0.926631 0.768152 1.239524 -2.15 -1.02 -1.94 -0.39
O -1.772473 -0.308022 1.265931 2.14 2.96 0.32 -0.09
H -1.230749 1.765066 0.920506 -1.75 0.05 0.06 0.29
H -0.406796 1.111422 2.133972 0.72 -0.72 1.49 0.33
H -0.056294 0.607775 0.603213 1.10 -1.24 0.08 0.32
C -4.543938 -5.663380 9.410578 0.64 0.40 0.07 -0.90
C -5.059711 -4.289390 9.004279 0.60 -0.93 0.38 -0.17
O -5.390168 -4.218068 7.601243 0.40 0.40 -0.78 -0.33
P -4.355269 -3.769996 6.486504 0.58 -0.77 -1.27 0.82
O -4.893255 -3.868233 5.065252 1.31 0.17 3.05 -0.78
O -3.851558 -2.270325 6.882313 -1.05 -2.56 0.43 -0.25
C -4.112770 -1.217966 6.031836 0.37 2.81 -1.40 -0.25
C -4.673475 0.002197 6.756198 0.19 -1.16 0.76 -1.18
O -3.020584 -4.646687 6.910010 -2.79 0.97 -0.39 -0.14
C -1.698420 -4.439783 6.418558 -0.82 -0.32 0.36 -0.10
C -0.768802 -4.870502 7.536534 -0.43 1.66 -0.15 -1.17
H -3.550069 -5.847167 9.002472 -0.17 -0.01 -0.36 0.11
H -4.335868 -5.538856 10.473264 -0.41 -0.52 0.28 0.37
H -5.182053 -6.514012 9.171128 -0.16 0.24 0.24 0.29
H -5.946217 -4.060206 9.595614 -0.11 0.22 -0.47 0.41
H -4.256849 -3.600466 9.266782 -0.21 0.42 -0.24 0.20
H -3.119681 -0.984199 5.648127 0.14 0.54 -0.34 0.26
H -4.733327 -1.320315 5.141591 -0.18 -1.31 0.19 0.38
H -4.851964 0.819738 6.057715 0.38 0.13 0.27 0.36
H -5.620349 -0.248119 7.234596 -0.19 -0.07 -0.18 0.31
H -3.990632 0.172078 7.588641 0.01 0.86 -0.13 0.30
H -1.588606 -5.069941 5.535986 0.15 0.13 -0.11 0.30
H -1.605438 -3.383103 6.167826 0.40 0.01 -0.14 0.25
H -1.184074 -5.655181 8.168928 0.57 -0.91 -0.94 0.26
H 0.183254 -4.900599 7.006635 0.43 -0.87 0.93 0.38
H -0.753360 -4.083794 8.290826 0.37 0.49 -0.20 0.29
C 2.773449 6.983838 8.200511 0.40 1.62 -0.52 -0.80
C 3.962088 7.256354 7.178663 -1.94 0.33 1.30 -0.15
O 4.236778 5.987765 6.660793 0.69 -2.18 -2.35 -0.31
P 3.373147 5.346526 5.474136 0.47 0.34 -1.18 0.85
O 3.872220 4.078668 4.847528 -0.26 1.42 1.03 -0.71
O 3.252302 6.598541 4.427690 -0.60 -1.24 0.20 -0.27
C 2.134868 6.746066 3.468393 -0.03 0.52 0.86 -0.18
C 1.608491 8.201397 3.588379 0.73 -0.81 -0.04 -1.10
O 1.903716 5.158597 6.059941 0.78 -0.89 -0.28 -0.19
C 1.418800 3.849385 6.511018 -2.28 0.56 -0.19 -0.31
C 2.086225 3.116840 7.615565 0.29 0.97 0.52 -1.05
H 1.807780 7.112497 7.711604 0.08 0.02 -0.21 0.26
H 2.761620 5.969502 8.599344 0.56 0.21 0.04 0.08
H 2.789386 7.729027 8.995828 0.09 -0.19 0.19 0.41
H 3.707355 7.919638 6.352066 -0.38 0.12 0.19 0.19
H 4.858734 7.696545 7.614969 0.01 -0.55 0.30 0.33
H 2.394377 6.540101 2.429965 1.00 0.21 0.12 0.34
H 1.397838 5.960431 3.634685 -0.28 0.29 0.70 0.26
H 0.637168 8.211526 3.093894 0.04 0.48 0.09 0.34
H 1.587638 8.600375 4.602520 -0.58 -0.64 0.24 0.29
H 2.324672 8.891351 3.142122 -0.16 -0.16 -0.62 0.34
H 0.444076 4.190618 6.859700 -0.20 -0.35 0.07 0.39
H 1.208963 3.128471 5.720861 0.42 0.56 -0.74 0.23
H 3.045654 2.741071 7.260063 0.06 -0.16 0.65 0.30
H 2.108307 3.800870 8.463925 0.88 -0.05 0.14 0.25
H 1.397344 2.359927 7.990591 0.19 -0.43 -0.50 0.40
C -1.592788 0.321568 -5.109860 1.42 -0.20 1.10 -1.05
C -0.553165 -0.513171 -5.896278 -1.71 -0.30 0.36 -0.35
O -1.302750 -1.363232 -6.802505 -0.05 -1.53 -0.02 -0.29
P -1.924156 -2.788850 -6.319206 0.01 -0.24 -1.22 0.87
O -2.570465 -2.878495 -4.981469 1.66 -0.11 -0.73 -0.70
O -3.045985 -2.953398 -7.443057 2.65 1.76 -0.35 -0.25
C -4.105595 -3.794189 -7.319825 -2.52 -1.85 -1.25 -0.25
C -4.468960 -4.492706 -8.673073 0.32 0.55 0.88 -1.17
O -0.790387 -3.938207 -6.717352 -2.59 1.56 1.78 -0.27
C -0.008781 -3.915952 -7.904798 0.60 0.13 0.04 -0.21
C 1.423384 -3.901639 -7.440749 0.54 0.74 -0.58 -1.10
H -2.420573 -0.246837 -4.685855 -0.09 -0.33 -0.75 0.33
H -1.038418 0.525882 -4.193879 0.06 0.83 0.22 0.33
H -1.936495 1.257785 -5.549699 0.15 -0.28 -0.24 0.30
H 0.167262 0.089614 -6.449209 -0.37 -0.04 -0.31 0.39
H 0.030650 -1.158730 -5.240129 -0.07 0.07 0.25 0.31
H -3.977685 -4.513501 -6.510919 0.02 -0.08 -0.03 0.36
H -5.022060 -3.229809 -7.147549 0.09 0.35 0.63 0.23
H -3.721700 -5.203592 -9.025707 -0.16 -0.14 0.16 0.31
H -5.448593 -4.933614 -8.488589 0.16 -0.48 -0.20 0.37
H -4.625382 -3.751088 -9.456426 0.16 0.15 0.09 0.30
H -0.243668 -4.789583 -8.512827 -0.12 -0.08 0.17 0.32
H -0.183525 -3.032611 -8.519031 -0.29 0.10 0.16 0.32
H 2.009595 -3.593629 -8.306544 0.44 -0.53 -0.06 0.37
H 1.577740 -3.073451 -6.749104 -0.20 -0.03 0.24 0.26
H 1.795887 -4.813083 -6.973218 -0.17 -0.02 -0.25 0.30
C -6.121739 4.976679 -0.830757 -0.20 0.04 -0.44 -1.20
C -6.134852 3.719552 -1.744680 0.46 1.71 0.42 -0.08
O -7.448260 3.237423 -1.735136 -2.52 -2.28 -1.46 -0.25
P -7.799654 1.966541 -2.746668 1.90 0.04 0.48 0.79
O -6.959253 0.787371 -2.434358 -0.43 0.59 -0.30 -0.73
O -9.323133 1.619622 -2.599492 0.68 0.32 -0.49 -0.23
C -10.372662 2.507227 -2.970573 -0.61 2.48 2.17 -0.06
C -11.644413 1.962835 -2.388552 -0.17 -0.76 -2.07 -1.19
O -7.597860 2.559890 -4.234330 0.21 1.51 3.14 -0.22
C -7.400445 1.837457 -5.390932 -0.52 -0.99 -2.22 -0.19
C -8.265899 2.519062 -6.456187 -1.64 -0.45 0.27 -1.07
H -5.134770 5.291969 -0.492252 0.14 -0.36 -0.07 0.36
H -6.529576 5.843154 -1.351334 -0.07 -0.10 -0.21 0.30
H -6.766095 4.855369 0.039981 0.13 -0.36 0.05 0.31
H -5.974269 4.014988 -2.781520 0.87 -0.03 0.05 0.27
H -5.433915 2.967471 -1.382528 0.01 -0.11 -0.21 0.25
H -10.306896 3.397212 -2.344712 0.92 0.43 0.05 0.21
H -10.375643 2.994081 -3.945793 0.21 -1.29 -0.60 0.32
H -11.695034 0.943381 -2.770972 -0.32 -0.43 0.82 0.32
H -11.642864 2.104571 -1.307814 -0.33 -0.40 -0.26 0.29
H -12.457095 2.447050 -2.930035 -0.28 0.32 0.61 0.37
H -6.365002 1.713353 -5.708057 0.26 0.43 0.47 0.28
H -7.782793 0.830782 -5.222075 -0.01 -0.21 -0.30 0.29
H -8.471070 1.962982 -7.370939 0.77 -0.16 -0.08 0.39
H -9.253722 2.487290 -5.996510 -0.32 0.09 0.09 0.19
H -8.175858 3.578741 -6.695095 0.96 -0.11 0.18 0.31
C 2.173718 -9.103683 3.017868 -0.45 0.89 -0.72 -1.20
C 2.209928 -8.734710 1.546497 0.45 -2.13 -0.71 -0.16
O 1.123446 -8.019273 0.984638 0.14 2.76 0.55 -0.35
P 1.334556 -6.498304 0.426313 0.54 -1.88 -0.33 0.79
O -0.029777 -5.916395 0.268604 2.01 0.06 -0.18 -0.74
O 2.465965 -5.794782 1.381040 -0.87 0.74 -2.04 -0.20
C 3.071891 -4.491839 0.932373 2.43 0.19 0.76 -0.32
C 4.663902 -4.507953 0.644545 -1.38 -1.36 -0.55 -1.05
O 2.321557 -6.812552 -0.861081 -0.88 1.48 0.53 -0.23
C 1.983725 -7.657070 -1.966692 1.16 -2.83 0.03 -0.19
C 3.243178 -8.552036 -2.300280 -0.04 1.42 -0.03 -1.11
H 2.858483 -9.950580 3.062231 0.15 0.24 0.62 0.36
H 2.505013 -8.196310 3.522850 0.12 -0.44 0.71 0.28
H 1.188729 -9.409825 3.370246 0.05 0.02 -0.08 0.29
H 3.202420 -8.330191 1.347916 -0.21 0.54 -0.30 0.32
H 2.153222 -9.662464 0.977151 0.26 -0.26 -0.02 0.40
H 2.721806 -3.991121 0.029708 -1.18 -0.71 0.20 0.29
H 2.958183 -3.848642 1.804988 -0.41 -0.05 -0.19 0.43
H 4.858432 -4.451386 -0.426458 -0.31 0.41 -0.14 0.32
H 5.215670 -3.699442 1.124095 -0.25 -0.26 0.29 0.33
H 5.074151 -5.500546 0.830449 0.11 0.13 0.79 0.28
H 1.303194 -8.421151 -1.590980 -0.91 0.56 -0.40 0.27
H 1.732582 -7.163781 -2.905672 -0.62 0.45 0.60 0.32
H 3.667924 -8.864830 -1.346410 0.36 0.06 -0.24 0.29
H 3.140020 -9.421306 -2.949781 -0.98 -0.09 0.27 0.37
H 3.896821 -7.934073 -2.915889 0.63 0.13 0.59 0.29
C 8.668595 7.024452 -6.143865 -0.24 0.78 1.22 -1.18
C 8.427317 5.547546 -6.059887 1.58 -0.70 -0.75 -0.13
O 7.931572 5.122744 -4.772487 0.37 -1.20 1.29 -0.29
P 8.668476 3.808792 -4.089942 -1.03 -0.23 -1.63 0.78
O 8.869246 2.714599 -5.132073 -0.29 1.78 2.45 -0.62
O 7.615858 3.453753 -2.845612 2.81 0.74 -0.92 -0.32
C 6.276310 3.040008 -3.064607 -1.44 -0.31 -1.05 -0.29
C 5.292733 3.835780 -2.178070 0.72 0.41 0.45 -1.04
O 10.058899 4.429392 -3.504136 -2.00 -0.46 -0.16 -0.14
C 11.062236 3.726869 -2.773344 0.14 -1.80 1.21 -0.11
C 12.177014 4.548732 -2.262449 0.97 1.75 -0.75 -1.30
H 7.705924 7.534078 -6.103252 0.06 0.24 -0.14 0.29
H 9.237278 7.351680 -5.273445 -0.02 0.00 0.17 0.32
H 9.250548 7.390809 -6.989557 -0.27 -0.55 -0.31 0.37
H 7.796299 5.252793 -6.898355 -0.43 -0.40 0.45 0.30
H 9.368006 5.006964 -6.164644 0.11 0.12 -0.53 0.30
H 6.108173 3.083350 -4.140695 -0.48 0.52 -0.02 0.36
H 6.106640 1.980421 -2.873337 0.78 -0.15 0.41 0.36
H 4.838147 3.246108 -1.382008 0.11 -0.36 -0.17 0.31
H 5.918455 4.555964 -1.650895 -0.11 0.23 0.02 0.30
H 4.479569 4.401316 -2.633076 0.27 -0.17 -0.56 0.29
H 10.711625 3.252258 -1.856878 -1.16 -0.01 -0.12 0.27
H 11.491164 2.879767 -3.308627 -0.29 0.18 -0.76 0.35
H 11.896950 5.398378 -1.639752 -0.34 -0.31 0.32 0.33
H 12.868122 3.896611 -1.728397 -0.07 0.07 0.04 0.37
H 12.721669 5.028033 -3.075911 0.25 -0.17 -0.17 0.33
```
Forces are in eV/Å.

Properties
**LUMO energy**: -11.88 eV
**Charge**: +2
**Gap between HOMO and LUMO**: 1.2 eV
**E_HOMO**: -0.479 Eh
**Maximum force**: 3.704 eV Å⁻¹